{
  "formula": "C3H12NOP2",
  "method": "ωB97M-V/def2-TZVPD",
  "elements": ["C", "C", "C", "N", "O", "P", "P", "H", "H", "H", "H", "H", "H", "H", "H", "H", "H", "H", "H"],
  "coordinates": [[4.0009, 0.0903, -0.2044], [3.0464, -0.1148, -1.1378], [-0.1403, 0.0555, 0.7899], [-4.3679, 0.2965, -0.6454], [0.4485, 1.2131, 0.8397], [0.6741, -1.5234, 0.5881], [-2.0225, 0.1949, 0.0176], [4.4244, 1.0453, 0.1700], [4.4852, -0.8662, 0.2309], [2.8121, -1.1818, -1.4647], [2.6832, 0.6816, -1.7127], [-3.9635, 0.5360, -1.5863], [-4.9440, 1.0675, -0.3015], [-5.0226, -0.4825, -0.5603], [1.4655, 1.2328, 0.8737], [1.4859, -1.5068, 1.6217], [-0.4607, -2.2696, 1.1356], [-2.5237, -0.0657, 1.1958], [-2.0809, 1.5972, 0.1501]],
  "homo_energy_ha": -0.48079,
  "max_force_ev_per_a": 3.0,
  "energy_ha": -933.80791,
  "charge": 1,
  "relative_energy_kcal_mol": 66.65
}

***

{
  "formula": "C3H12NOS",
  "method": "ωB97M-V/def2-TZVPD",
  "elements": ["C", "C", "C", "S", "N", "H", "H", "H", "H", "H", "H", "H", "H", "H", "H", "H", "H", "O"],
  "coordinates": [[1.3153, -1.8168, -0.5147], [0.1792, -0.8213, -0.5460], [0.0058, -0.0822, 0.7660], [-1.4829, 1.0067, 0.6382], [-1.0986, -1.6347, -0.7880], [2.2552, -1.2921, -0.5345], [1.2732, -2.4379, 0.3785], [1.3202, -2.4608, -1.3746], [0.1819, -0.1346, -1.3896], [0.7884, 0.6214, 0.9636], [-0.0404, -0.8130, 1.5702], [-1.8377, 1.0427, 1.9291], [-1.0968, -1.9628, -1.7628], [-1.9645, -1.0873, -0.6574], [-1.1992, -2.4513, -0.1661], [2.5310, 2.8893, -0.4099], [1.3328, 2.5898, 0.4634], [2.0413, 2.1493, -0.0351]],
  "homo_energy_ha": -0.49623,
  "max_force_ev_per_a": 0.9,
  "energy_ha": -649.43827,
  "charge": 1,
  "relative_energy_kcal_mol": 7.77
}

***

{
  "formula": "C3H12NOS",
  "method": "ωB97M-V/def2-TZVPD",
  "elements": ["C", "C", "C", "S", "N", "H", "H", "H", "H", "H", "H", "H", "H", "H", "H", "H", "H", "O"],
  "coordinates": [[0.5759, -0.9432, 1.5366], [0.8514, 0.0678, 0.4258], [-0.3513, 0.4301, -0.4256], [-0.0568, 1.6881, -1.6258], [1.3752, 1.3690, 1.1101], [-0.4462, -1.2945, 1.7499], [0.8781, -0.6438, 2.5563], [1.1252, -1.8687, 1.3382], [1.6835, -0.3752, -0.1291], [-0.8177, -0.4656, -0.8393], [-1.1350, 0.7005, 0.3082], [-1.2626, 1.7621, -2.2228], [1.8836, 1.2982, 1.9886], [1.9312, 1.7741, 0.3583], [0.5189, 1.9159, 1.2159], [-1.7969, -1.7312, -3.0540], [-2.7843, -2.2079, -2.1074], [-2.1721, -1.4757, -2.1839]],
  "homo_energy_ha": -0.47970,
  "max_force_ev_per_a": 2.3,
  "energy_ha": -649.41672,
  "charge": 1,
  "relative_energy_kcal_mol": 21.29
}

***

{
  "formula": "C3H12NS",
  "method": "ωB97M-V/def2-TZVPD",
  "elements": ["C", "N", "H", "H", "H", "H", "H", "H", "C", "S", "C", "H", "H", "H", "H", "H", "H"],
  "coordinates": [[2.3532, 1.8234, 0.9012], [1.9904, 0.7400, -0.0474], [1.7974, 1.6651, 1.8150], [2.1285, 2.7894, 0.4517], [3.4228, 1.8216, 1.0266], [2.2927, -0.1557, 0.3406], [0.9578, 0.6059, -0.1824], [2.3993, 0.8456, -0.9765], [-1.1662, -2.2057, -0.7192], [-0.9156, -0.5887, 0.0359], [-2.6147, -0.0256, -0.0139], [-0.2094, -2.7317, -0.7989], [-1.8286, -2.8159, -0.0952], [-1.6488, -2.0830, -1.6806], [-2.9308, 0.2042, -1.0303], [-2.7867, 0.8962, 0.5319], [-3.2413, -0.7852, 0.4415]],
  "homo_energy_ha": -0.46131,
  "max_force_ev_per_a": 0.9,
  "energy_ha": -574.18610,
  "charge": 1,
  "relative_energy_kcal_mol": 4.29
}

***

{
  "formula": "C3H12O2S",
  "method": "ωB97M-V/def2-TZVPD",
  "elements": ["C", "C", "C", "S", "H", "H", "H", "H", "H", "H", "H", "H", "H", "H", "O", "H", "H", "O"],
  "coordinates": [[0.7678, 1.9831, -2.7630], [1.1155, 0.6296, -2.0573], [0.0028, 0.1340, -1.1184], [0.6247, -0.4520, 0.5082], [1.5761, 2.0921, -3.4882], [-0.1119, 1.9132, -3.4036], [0.6989, 2.7675, -2.0184], [1.9693, 0.9510, -1.4523], [1.4687, -0.0353, -2.8420], [-0.6671, 0.9943, -1.1086], [-0.5091, -0.7356, -1.5216], [-0.1119, -1.5770, 0.6434], [0.5022, -1.0531, 3.7356], [0.5392, 0.2925, 4.3921], [0.2722, -0.6272, 4.5504], [-3.0816, -1.7310, 2.4893], [-2.2171, -2.8807, 3.0676], [-2.8387, -2.6654, 2.3869]],
  "homo_energy_ha": -0.34183,
  "max_force_ev_per_a": 1.7,
  "energy_ha": -670.13463,
  "charge": 0,
  "relative_energy_kcal_mol": 18.22,
  "smiles": "CCCS.O.O"
}

***

{
  "formula": "C3H12O2S2",
  "method": "ωB97M-V/def2-TZVPD",
  "elements": ["C", "C", "C", "S", "S", "H", "H", "H", "H", "H", "H", "H", "H", "H", "H", "O", "H", "H", "O"],
  "coordinates": [[-0.4984, 1.3164, 0.0693], [-1.9497, 1.7623, 0.3894], [0.1693, 0.7282, 1.3020], [1.5104, -0.5953, 0.9190], [2.4436, -2.5762, 0.7907], [0.1183, 2.0870, -0.4474], [-0.6998, 0.6021, -0.7451], [-2.5955, 1.2018, -0.2899], [-2.1741, 1.5648, 1.4273], [-2.1304, 2.8206, 0.1316], [-0.4736, 0.2178, 2.0532], [0.9268, 1.4266, 1.7646], [1.6637, -2.8835, -0.2709], [3.5907, 0.5885, -0.6512], [3.9965, 1.4321, -1.8406], [4.2059, 1.3055, -0.8902], [-1.9236, -3.7500, -1.0128], [-3.3348, -3.7823, -1.7336], [-2.8452, -3.4665, -0.9655]],
  "homo_energy_ha": -0.31686,
  "max_force_ev_per_a": 3.7,
  "energy_ha": -1068.24537,
  "charge": 0,
  "relative_energy_kcal_mol": 74.57,
  "smiles": "CCCSS.O.O"
}

***

{
  "formula": "C3H12O3",
  "method": "ωB97M-V/def2-TZVPD",
  "elements": ["C", "C", "C", "O", "H", "H", "H", "H", "H", "H", "H", "H", "H", "H", "O", "H", "H", "O"],
  "coordinates": [[-3.7422, 0.2825, 0.5167], [-2.2599, 0.5222, 0.7355], [-1.8134, -0.2710, 2.0118], [-1.9690, 1.8805, 0.9991], [-4.0998, 1.0320, -0.1998], [-4.3331, 0.4297, 1.4323], [-3.9439, -0.7521, 0.2144], [-1.7299, 0.0255, -0.0937], [-2.4067, -1.1510, 2.2171], [-2.0605, 0.2629, 2.9387], [-0.7504, -0.5032, 1.9511], [-1.0633, 2.1300, 0.7554], [5.9684, -2.4785, -0.2551], [6.6589, -2.8190, -1.5601], [6.1543, -2.1204, -1.1382], [3.1524, 0.8663, -3.7992], [4.5683, 1.2418, -3.4944], [3.6697, 1.4219, -3.2318]],
  "homo_energy_ha": -0.36732,
  "max_force_ev_per_a": 2.9,
  "energy_ha": -347.18850,
  "charge": 0,
  "relative_energy_kcal_mol": 12.60,
  "smiles": "CC(C)O.O.O"
}

***

{
  "formula": "C3H12O3",
  "method": "ωB97M-V/def2-TZVPD",
  "elements": ["C", "C", "C", "H", "H", "H", "H", "H", "H", "H", "H", "O", "H", "H", "O", "H", "H", "O"],
  "coordinates": [[1.9385, 0.1436, -0.4133], [0.9617, 1.0938, 0.2357], [1.1787, 1.7363, 1.3692], [2.4701, 0.4301, -1.3132], [2.5714, -0.3755, 0.3141], [1.2774, -0.7146, -0.6303], [0.1155, 1.2096, -0.4362], [0.4305, 2.3984, 1.7866], [2.0638, 1.6013, 1.9784], [-1.1870, 0.8441, 1.4108], [-1.7288, -0.5206, 1.9125], [-1.9869, 0.3456, 1.6033], [-0.2157, -3.0432, -1.1766], [-0.5493, -1.7295, -1.9615], [0.1558, -2.2130, -1.5256], [-2.4174, -0.3954, -0.2601], [-2.4599, -0.0426, -1.7555], [-2.6184, -0.7684, -1.1385]],
  "homo_energy_ha": -0.36634,
  "max_force_ev_per_a": 2.6,
  "energy_ha": -347.17889,
  "charge": 0,
  "relative_energy_kcal_mol": 18.63,
  "smiles": "C=CC.O.O.O"
}

***

{
  "formula": "C3H12O3",
  "method": "ωB97M-V/def2-TZVPD",
  "elements": ["C", "C", "C", "O", "H", "H", "H", "H", "H", "H", "H", "H", "H", "H", "O", "H", "H", "O"],
  "coordinates": [[1.5088, -0.2199, -0.1002], [0.1065, 0.3923, 0.1407], [-1.0380, -0.6405, 0.1696], [-0.4449, 1.3024, -0.8249], [2.0212, 0.4718, -0.8965], [1.5409, -1.2692, -0.4506], [2.0725, -0.2503, 0.8289], [0.1101, 0.9486, 1.0977], [-0.9698, -1.3504, 0.8894], [-1.2964, -1.0245, -0.9245], [-1.9529, -0.2835, 0.5022], [0.3107, 1.8950, -1.1118], [0.9813, -1.8450, 2.9053], [0.9668, -0.5116, 3.6259], [1.3844, -1.0104, 2.9525], [-1.5303, 1.5708, -3.4266], [-1.6657, 0.9115, -2.2384], [-2.1054, 0.9126, -3.1389]],
  "homo_energy_ha": -0.38702,
  "max_force_ev_per_a": 3.9,
  "energy_ha": -347.16610,
  "charge": 0,
  "relative_energy_kcal_mol": 26.65,
  "smiles": "CC(C)O.O.O"
}

***

{
  "formula": "C3H12O3",
  "method": "ωB97M-V/def2-TZVPD",
  "elements": ["C", "O", "C", "C", "H", "H", "H", "H", "H", "H", "H", "H", "H", "H", "O", "H", "H", "O"],
  "coordinates": [[0.5411, -0.3846, -0.3009], [1.9373, -0.2692, 0.0435], [0.1300, 0.2236, -1.6608], [-0.8301, 1.4270, -1.5128], [0.3663, -1.4643, -0.2738], [-0.1213, 0.1384, 0.3912], [2.1142, 0.6524, 0.2819], [0.9385, 0.5820, -2.3364], [-0.2972, -0.6533, -2.2689], [-0.2676, 2.2985, -1.2022], [-1.3005, 1.4945, -2.4869], [-1.4808, 1.2173, -0.6507], [-3.0393, -3.1339, 0.9072], [-3.1340, -4.2386, -0.0720], [-2.8331, -4.0730, 0.8293], [2.3533, 1.3837, 3.1141], [2.1709, 2.5425, 3.9585], [2.7522, 2.2569, 3.2397]],
  "homo_energy_ha": -0.37688,
  "max_force_ev_per_a": 1.8,
  "energy_ha": -347.17572,
  "charge": 0,
  "relative_energy_kcal_mol": 20.62,
  "smiles": "CCCO.O.O"
}

***

{
  "formula": "C3H12O3",
  "method": "ωB97M-V/def2-TZVPD",
  "elements": ["C", "O", "C", "C", "H", "H", "H", "H", "H", "H", "H", "H", "H", "H", "O", "H", "H", "O"],
  "coordinates": [[-0.1272, 0.2206, -0.5482], [-0.2090, -1.1394, -0.9521], [1.2092, 0.4899, 0.1221], [1.2910, -0.0663, 1.5680], [-0.2991, 0.8888, -1.4019], [-0.9853, 0.4868, 0.0757], [0.5434, -1.4292, -1.4722], [1.9797, 0.0574, -0.5204], [1.4701, 1.5491, 0.1872], [0.5618, -0.8623, 1.6840], [2.2638, -0.5233, 1.7347], [1.0780, 0.7042, 2.3020], [-2.5572, 2.0744, -1.3987], [-1.6472, 2.8242, -2.2400], [-2.4047, 2.2270, -2.3428], [-1.0995, -3.2106, 0.9569], [-0.4481, -1.7722, 0.8287], [-0.6197, -2.5190, 1.4169]],
  "homo_energy_ha": -0.39101,
  "max_force_ev_per_a": 1.4,
  "energy_ha": -347.18549,
  "charge": 0,
  "relative_energy_kcal_mol": 14.48,
  "smiles": "CCCO.O.O"
}

***

{
  "formula": "C3H12O3Tl",
  "method": "ωB97M-V/def2-TZVPD",
  "elements": ["Tl", "C", "O", "H", "H", "H", "H", "C", "O", "H", "H", "H", "H", "C", "O", "H", "H", "H", "H"],
  "coordinates": [[0.9572, 0.4441, -2.0406], [0.9329, -3.1536, -0.5883], [1.1329, -2.4895, -1.8463], [-0.0724, -3.5749, -0.5903], [1.6584, -3.9569, -0.4601], [1.0122, -2.3624, 0.1573], [1.1039, -3.2089, -2.4814], [-2.3073, 2.7446, -0.5695], [-0.9534, 2.3048, -0.7326], [-3.0191, 2.0299, -0.9826], [-2.5256, 2.8288, 0.4951], [-2.4011, 3.7134, -1.0602], [-0.4488, 2.7784, -0.0672], [1.1825, 0.4235, 1.9100], [0.3059, 0.0679, 0.8418], [0.9244, -0.3621, 2.6201], [2.2572, 0.3930, 1.7307], [0.8287, 1.3162, 2.4257], [-0.5684, 0.0637, 1.2384]],
  "homo_energy_ha": [-1.04188, -1.04032],
  "max_force_ev_per_a": 3.2,
  "energy_ha": -517.49146,
  "charge": 4,
  "multiplicity": 2
}